Entry 1:
Entry from the OMol25 dataset: 7 unconnected molecules or ions with the total composition C35H65ClF9IN6O11S at a distorted geometry (wB97M-V/def2-TZVPD).

Last column: Mulliken charge in e.
Positions of all 129 atoms, in Å:
C1 1.426 -2.108 2.882  -1.022
C2 2.409 -1.732 1.583  -0.569
C3 1.579 -1.350 0.222  -0.055
Cl1 0.236 -0.163 0.834  -0.180
C4 0.920 -2.660 -0.583  0.640
C5 1.563 -4.046 -0.034  -1.006
C6 1.205 -5.426 -0.817  -0.411
C7 -0.378 -5.828 -0.893  0.292
O1 -0.575 -7.307 -0.824  -0.621
O2 -0.425 -2.683 0.087  -0.273
S1 -1.745 -2.635 -1.045  1.075
O3 -2.382 -1.254 -0.786  -0.562
O4 -2.849 -3.686 -0.689  -0.579
O5 -0.744 -2.903 -2.397  -0.261
C8 0.644 -2.462 -2.227  0.681
C9 0.500 -0.851 -2.614  -1.140
C10 0.146 -0.528 -4.171  -0.747
C11 -1.430 -0.322 -4.546  0.990
F1 -2.292 0.147 -3.414  -0.284
F2 -1.469 0.832 -5.526  -0.282
C12 -2.115 -1.581 -5.385  0.259
F3 -2.124 -1.203 -6.848  -0.265
F4 -1.356 -2.847 -5.310  -0.093
C13 -3.673 -1.886 -4.977  0.495
F5 -3.842 -2.341 -3.546  -0.216
F6 -4.466 -0.625 -5.232  -0.267
C14 -4.411 -3.049 -5.885  0.497
F7 -4.629 -2.657 -7.311  -0.214
F8 -5.801 -3.179 -5.303  -0.252
F9 -3.806 -4.404 -5.745  -0.207
C15 1.852 -2.982 -3.171  -0.837
C16 1.525 -3.862 -4.478  -0.774
C17 0.570 -5.172 -4.330  -0.410
I1 3.505 -4.690 -5.121  -0.021
H1 0.359 -2.466 2.564  0.320
H2 1.361 -1.157 3.600  0.228
H3 2.028 -2.940 3.483  0.251
H4 3.296 -2.481 1.444  0.405
H5 2.927 -0.709 1.924  0.237
H6 2.369 -0.767 -0.459  0.275
H7 1.304 -4.246 1.114  0.214
H8 2.750 -3.927 -0.093  0.330
H9 1.718 -6.300 -0.181  0.355
H10 1.779 -5.422 -1.835  0.145
H11 -0.956 -5.441 -1.833  -0.253
H12 -0.949 -5.402 0.064  0.189
H13 -0.149 -7.662 -1.679  0.351
H14 -0.258 -0.270 -1.941  0.396
H15 1.562 -0.341 -2.421  0.370
H16 0.666 0.527 -4.392  0.302
H17 0.607 -1.251 -4.966  0.161
H18 2.430 -2.005 -3.546  0.359
H19 2.679 -3.570 -2.540  0.832
H20 1.163 -3.285 -5.439  0.623
H21 -0.507 -4.988 -3.914  -0.181
H22 0.403 -5.578 -5.443  0.535
H23 1.078 -6.099 -3.774  0.157
C18 4.356 3.053 5.704  -0.804
N1 3.968 2.157 4.635  0.179
C19 3.950 2.657 3.276  -0.921
C20 3.615 0.845 4.872  0.027
O6 3.277 0.036 4.018  -0.501
H24 3.667 3.902 5.721  0.242
H25 5.373 3.407 5.517  0.308
H26 4.325 2.546 6.673  0.285
H27 2.939 2.552 2.871  0.252
H28 4.636 2.059 2.668  0.334
H29 4.252 3.707 3.247  0.342
H30 3.663 0.571 5.938  0.261
C21 -1.293 5.206 6.322  -0.976
N2 0.090 5.575 6.107  0.249
C22 0.749 6.416 7.085  -0.921
C23 0.797 5.151 5.002  0.034
O7 1.965 5.425 4.759  -0.599
H31 -1.899 6.116 6.371  0.323
H32 -1.371 4.661 7.267  0.344
H33 -1.663 4.573 5.511  0.273
H34 1.093 7.332 6.593  0.295
H35 1.617 5.884 7.485  0.309
H36 0.066 6.670 7.900  0.317
H37 0.200 4.518 4.325  0.295
C24 -3.079 2.064 -8.077  -1.024
N3 -2.892 2.751 -9.337  0.165
C25 -3.309 2.096 -10.560  -0.936
C26 -2.331 4.008 -9.409  0.118
O8 -2.144 4.644 -10.438  -0.587
H38 -2.522 1.123 -8.101  0.384
H39 -4.145 1.857 -7.942  0.334
H40 -2.722 2.671 -7.241  0.303
H41 -2.443 1.987 -11.219  0.303
H42 -4.057 2.718 -11.060  0.302
H43 -3.734 1.111 -10.345  0.350
H44 -2.050 4.412 -8.422  0.266
C27 4.899 10.054 5.157  -0.937
N4 4.295 9.309 6.242  0.127
C28 3.415 10.001 7.160  -0.879
C29 4.534 7.964 6.427  0.173
O9 4.058 7.275 7.320  -0.595
H45 5.503 10.863 5.577  0.341
H46 4.106 10.472 4.531  0.341
H47 5.537 9.410 4.545  0.289
H48 3.818 9.916 8.173  0.297
H49 2.429 9.527 7.133  0.214
H50 3.324 11.056 6.887  0.381
H51 5.217 7.538 5.673  0.271
C30 0.483 -9.783 -6.677  -0.931
N5 -0.344 -9.102 -5.704  0.179
C31 -1.784 -9.187 -5.828  -0.910
C32 0.197 -8.377 -4.663  0.180
O10 -0.442 -7.779 -3.807  -0.657
H52 0.259 -9.386 -7.671  0.349
H53 0.257 -10.852 -6.648  0.348
H54 1.546 -9.635 -6.463  0.294
H55 -2.193 -8.178 -5.937  0.250
H56 -2.195 -9.637 -4.920  0.296
H57 -2.062 -9.792 -6.696  0.384
H58 1.299 -8.379 -4.663  0.249
C33 -4.654 2.232 10.019  -0.913
N6 -4.467 2.919 8.758  0.126
C34 -4.884 2.264 7.536  -0.919
C35 -3.905 4.176 8.687  0.082
O11 -3.718 4.813 7.658  -0.571
H59 -4.097 1.291 9.995  0.340
H60 -5.720 2.026 10.154  0.333
H61 -4.297 2.840 10.855  0.288
H62 -4.018 2.156 6.877  0.267
H63 -5.632 2.886 7.035  0.295
H64 -5.308 1.279 7.751  0.380
H65 -3.625 4.581 9.673  0.332

For the LUMO energy, the calculation gives -0.294 eV. The SMILES is CC[C@H](Cl)[C@@]1(CCCO)OS(=O)(=O)O[C@]1(CCC(F)(F)C(F)(F)C(F)(F)C(F)(F)F)C[C@H](C)I.CN(C)C=O.CN(C)C=O.CN(C)C=O.CN(C)C=O.CN(C)C=O.CN(C)C=O. The HOMO energy comes out at -8.87 eV. As for the spin multiplicity: 1.

***

Entry 2:
Entry from the OMol25 dataset: 8 unconnected molecules or ions with the total composition C35H65N2O7 at a distorted geometry (wB97M-V/def2-TZVPD).

Last column: Mulliken charge in e.
Positions of all 109 atoms, in Å:
C1 -2.327 -2.359 -0.702  -0.611
C2 -1.059 -1.702 -0.948  -0.507
C3 -0.741 -0.841 -2.261  0.086
C4 -0.934 0.730 -1.937  0.877
C5 -1.709 1.159 -0.672  0.054
C6 -1.776 2.724 -0.530  -0.263
N1 -1.136 3.473 -1.560  0.308
N2 -0.504 3.133 -2.666  -0.696
C7 -0.358 1.764 -2.935  -0.595
H1 -3.222 -1.752 -0.300  0.119
H2 -2.417 -3.474 -0.945  0.188
H3 -0.237 -1.749 -0.148  0.295
H4 -1.330 -1.180 -3.195  0.079
H5 0.381 -0.998 -2.493  0.353
H6 -2.195 0.463 0.101  0.158
H7 -2.288 3.241 0.362  0.399
H8 -1.183 4.502 -1.401  0.310
H9 0.203 1.438 -3.886  0.414
C8 3.490 3.433 -1.064  0.320
C9 4.809 3.871 -1.659  -0.534
C10 5.209 2.652 -2.467  -0.615
O1 3.993 2.023 -2.898  -0.445
C11 2.896 2.607 -2.187  0.082
H10 2.848 4.263 -0.760  0.461
H11 3.669 2.800 -0.189  -0.385
H12 4.651 4.726 -2.325  0.289
H13 5.555 4.152 -0.915  0.275
H14 5.760 1.932 -1.853  0.286
H15 5.819 2.907 -3.336  0.341
H16 2.339 3.237 -2.891  0.066
H17 2.232 1.819 -1.822  -0.130
C12 1.902 1.428 3.799  -0.208
C13 3.325 0.918 3.853  0.081
C14 3.560 0.485 2.420  -0.624
O2 2.756 1.339 1.591  -0.466
C15 1.849 2.070 2.427  0.254
H18 1.652 2.122 4.604  0.423
H19 1.204 0.585 3.844  -0.070
H20 4.002 1.739 4.111  -0.363
H21 3.476 0.112 4.572  0.407
H22 3.230 -0.546 2.257  0.348
H23 4.608 0.566 2.124  0.342
H24 2.191 3.110 2.462  0.015
H25 0.847 2.047 1.990  -0.141
C16 -2.732 1.023 4.347  -0.619
C17 -2.231 -0.402 4.412  -0.282
C18 -2.817 -1.001 3.150  -0.086
O3 -2.906 0.063 2.187  -0.469
C19 -2.676 1.310 2.860  0.210
H26 -2.140 1.725 4.937  0.354
H27 -3.768 1.069 4.698  0.274
H28 -1.137 -0.414 4.359  -0.018
H29 -2.534 -0.934 5.316  0.385
H30 -3.828 -1.382 3.322  -0.086
H31 -2.204 -1.811 2.747  0.270
H32 -1.685 1.674 2.562  -0.256
H33 -3.426 2.041 2.545  0.237
C20 -2.373 0.612 -6.980  -0.554
C21 -2.032 -0.386 -5.896  -0.262
C22 -3.253 -0.314 -5.002  -0.106
O4 -4.364 0.011 -5.845  -0.445
C23 -3.868 0.410 -7.132  -0.523
H34 -1.825 0.455 -7.911  0.356
H35 -2.166 1.628 -6.628  0.226
H36 -1.945 -1.388 -6.329  0.275
H37 -1.103 -0.160 -5.368  0.186
H38 -3.154 0.483 -4.256  0.083
H39 -3.449 -1.256 -4.483  0.240
H40 -4.089 -0.395 -7.840  0.290
H41 -4.383 1.315 -7.460  0.297
C24 5.657 4.281 3.721  -0.637
C25 4.627 5.346 3.418  -0.336
C26 5.062 5.824 2.047  -0.483
O5 5.670 4.704 1.390  -0.348
C27 5.883 3.664 2.354  0.176
H42 5.331 3.554 4.467  0.332
H43 6.581 4.748 4.078  0.292
H44 3.632 4.894 3.358  0.061
H45 4.593 6.148 4.158  0.380
H46 5.814 6.617 2.122  0.297
H47 4.227 6.193 1.447  0.248
H48 5.157 2.867 2.154  -0.330
H49 6.889 3.256 2.239  0.362
C28 0.460 -6.479 -1.553  -0.595
C29 1.685 -5.632 -1.817  -0.618
C30 1.301 -4.314 -1.174  -0.081
O6 0.429 -4.624 -0.079  -0.373
C31 0.037 -6.001 -0.178  -0.252
H50 0.652 -7.553 -1.590  0.371
H51 -0.319 -6.245 -2.286  0.251
H52 2.551 -6.061 -1.303  0.274
H53 1.932 -5.534 -2.876  0.339
H54 0.748 -3.677 -1.873  -0.029
H55 2.168 -3.759 -0.807  0.306
H56 0.556 -6.555 0.612  0.298
H57 -1.040 -6.090 -0.015  0.109
C32 -5.718 -5.389 1.120  -0.543
C33 -6.284 -3.990 1.032  -0.427
C34 -6.072 -3.475 2.442  -0.299
O7 -4.899 -4.127 2.950  -0.408
C35 -4.546 -5.196 2.062  -0.122
H58 -5.425 -5.805 0.154  0.326
H59 -6.455 -6.060 1.572  0.267
H60 -5.697 -3.395 0.324  0.103
H61 -7.329 -3.957 0.720  0.355
H62 -6.911 -3.740 3.093  0.290
H63 -5.933 -2.391 2.476  0.209
H64 -3.644 -4.895 1.516  -0.009
H65 -4.320 -6.095 2.640  0.293

For the LUMO energy, the calculation gives -4.451 eV. The HOMO energy comes out at -10.17 eV. As for the spin multiplicity: 1. The charge is +1.

***

Respective calculated total energy values: -124715.2440 -54645.0525 eV.